#one
Molecular formula: C30H87N3O21
Method: DFT, the ωB97M-V functional and the def2-TZVPD basis

Geometry as ORCA input:
```
! RIJCOSX wB97M-V def2-TZVPD def2/J DEFGRID3
* xyz 0 1
C -0.1876 -15.3140 7.2285
C -0.6047 -16.7856 7.1657
O 0.5172 -17.6134 6.8833
O 0.5371 -14.9608 8.3932
H -1.1014 -14.7203 7.1396
H 0.4290 -15.1315 6.3434
H -1.3777 -16.9010 6.4049
H -1.0562 -17.1709 8.0885
H 1.0710 -17.7231 7.6669
H 1.4392 -15.2540 8.2007
C 5.6329 -18.1367 14.0111
C 4.6352 -17.0174 13.7006
O 4.3475 -16.2745 14.9040
O 6.3585 -18.5631 12.8791
H 5.0699 -18.9138 14.5424
H 6.3732 -17.7538 14.7161
H 3.7292 -17.4654 13.2864
H 5.0897 -16.2857 13.0275
H 3.3993 -16.4515 15.0162
H 5.8423 -19.1860 12.3509
C 7.7778 -20.0416 10.7989
C 6.3790 -20.5800 10.7561
O 5.5312 -19.6454 11.4115
O 8.6636 -20.9921 10.1901
H 8.1237 -19.9147 11.8342
H 7.9256 -19.0569 10.3445
H 6.2972 -21.5408 11.2704
H 6.0864 -20.7475 9.7183
H 4.9405 -19.2397 10.7617
H 9.5487 -20.9061 10.5476
C 2.5851 -12.2912 13.6666
C 2.7563 -13.6441 12.9978
O 1.8212 -14.6189 13.4688
O 2.8514 -12.3252 15.0474
H 1.6345 -11.8076 13.4139
H 3.3581 -11.6826 13.1747
H 3.7331 -14.0071 13.3215
H 2.6364 -13.5226 11.9181
H 0.9552 -14.3644 13.1110
H 2.7119 -13.2274 15.3562
C 1.8348 -18.2042 11.5270
C 1.4650 -17.7077 10.1361
O 2.2254 -18.4812 9.2106
O 1.0957 -17.6450 12.5919
H 2.8990 -17.9709 11.6540
H 1.6964 -19.2837 11.5659
H 1.8211 -16.6890 9.9938
H 0.3905 -17.7756 9.9523
H 2.1857 -19.4358 9.2846
H 1.3497 -16.7146 12.6673
C -2.5764 -22.0135 10.5298
C -1.0849 -21.8935 10.8007
O -0.7715 -20.5654 11.2322
O -2.8705 -23.4046 10.3730
H -2.8788 -21.4580 9.6390
H -3.1318 -21.6069 11.3822
H -0.5454 -21.9597 9.8533
H -0.7795 -22.6879 11.4845
H -0.9220 -20.5490 12.1882
H -3.8116 -23.5290 10.5183
C 5.5174 -16.3951 8.8906
C 4.7230 -15.6253 7.8428
O 3.5491 -15.0412 8.4027
O 4.8507 -17.5845 9.2750
H 5.7405 -15.7801 9.7697
H 6.4690 -16.6714 8.4266
H 4.4349 -16.2756 7.0170
H 5.4453 -14.9338 7.3864
H 3.8330 -14.2327 8.8412
H 3.8999 -17.4315 9.2148
C 2.9660 -22.0187 9.2490
C 2.6924 -23.4402 8.7332
O 2.1031 -24.2531 9.7410
O 3.9897 -21.4034 8.4715
H 3.2112 -22.1119 10.3126
H 2.0677 -21.4090 9.1589
H 3.6386 -23.9210 8.4795
H 2.0541 -23.4094 7.8475
H 1.1442 -24.2059 9.6830
H 4.7795 -21.9390 8.6069
C 3.2691 -18.7489 5.3208
C 3.8813 -20.1111 5.0457
O 3.2918 -21.2127 5.6933
O 2.0909 -18.5087 4.5532
H 4.0247 -17.9919 5.0914
H 3.0036 -18.7172 6.3841
H 4.9751 -20.0555 5.1686
H 3.8228 -20.2909 3.9641
H 3.6049 -21.2179 6.6086
H 1.3800 -18.4566 5.2040
C -1.7644 -15.9116 13.1626
C -1.7019 -14.5899 12.4053
C -1.6563 -13.4239 13.3762
O -1.3910 -12.2125 12.7305
C -1.3111 -11.1443 13.6484
N -0.4384 -14.5909 11.6064
H -2.6984 -15.9834 13.7349
H -0.8820 -16.0548 13.7795
H -1.9755 -16.6975 12.4315
H -2.5383 -14.5917 11.6966
H -0.8192 -13.6758 14.0530
H -2.5583 -13.4044 13.9998
H -1.1933 -10.2117 13.0990
H -0.5064 -11.2918 14.3719
H -2.2716 -11.0198 14.1676
H -0.4367 -13.7383 11.0407
H -0.6264 -15.2468 10.8440
C 0.5227 -15.4256 17.2533
C 1.5444 -16.5726 17.1529
C 1.2252 -17.8358 17.9347
O 0.1584 -18.6224 17.4479
C -1.1271 -18.2215 17.8599
N 1.6839 -16.9698 15.7091
H 0.2793 -15.1768 18.2883
H -0.4152 -15.6936 16.7589
H 0.8759 -14.5574 16.6935
H 2.5251 -16.1823 17.4320
H 1.1009 -17.5695 18.9940
H 2.1097 -18.4756 17.9065
H -1.8130 -18.9783 17.4700
H -1.4498 -17.2733 17.4234
H -1.2877 -18.1766 18.9412
H 1.4908 -16.1082 15.2024
H 0.8478 -17.5221 15.5271
C -0.8402 -20.8778 14.5020
C 0.6597 -21.1616 14.7135
C 1.2643 -22.2582 13.8806
O 0.6680 -23.4943 14.2544
C 1.2032 -24.6090 13.5884
N 1.4840 -19.9604 14.4816
H -1.3524 -21.7035 13.9942
H -1.0132 -19.9744 13.9035
H -1.3319 -20.6470 15.4462
H 0.7327 -21.4157 15.7721
H 2.3489 -22.3107 14.0395
H 1.1497 -22.1660 12.7861
H 2.1510 -24.8944 14.0651
H 1.2911 -24.4722 12.5082
H 0.5505 -25.4659 13.7716
H 1.1991 -19.2404 15.1318
H 1.2711 -19.5624 13.5753
*
```

Summary:
Highest occupied orbital energy = -8.350 eV

=====

#two
Molecular formula: C30H87N3O21
Method: DFT, the ωB97M-V functional and the def2-TZVPD basis

Geometry as ORCA input:
```
! RIJCOSX wB97M-V def2-TZVPD def2/J DEFGRID3
* xyz 0 1
C -1.8910 -25.5400 -18.5344
O -1.0559 -26.1019 -19.5650
C -0.3563 -27.3601 -19.3554
C 0.8968 -27.2617 -18.4328
C 1.7080 -25.9792 -18.6026
N 1.7056 -28.4492 -18.6472
H -2.2663 -24.5584 -18.8236
H -1.3811 -25.4269 -17.5776
H -2.7547 -26.2010 -18.4618
H -0.9995 -28.1742 -19.0212
H 0.0137 -27.7022 -20.3220
H 0.5642 -27.2897 -17.3952
H 1.1564 -25.1570 -18.1466
H 1.9387 -25.7209 -19.6362
H 2.5747 -25.9868 -17.9416
H 1.9817 -28.5499 -19.6135
H 1.1380 -29.2731 -18.5090
C -6.3473 -25.8180 -18.7690
O -7.2586 -26.2587 -19.7404
C -8.3934 -26.8924 -19.2241
C -9.5072 -27.1717 -20.2825
C -10.3844 -25.9864 -20.7319
N -10.4072 -28.1830 -19.8708
H -6.7973 -24.9560 -18.2764
H -5.4825 -25.4819 -19.3410
H -6.1914 -26.5475 -17.9742
H -8.0498 -27.8281 -18.7832
H -8.9413 -26.3218 -18.4742
H -8.9614 -27.6000 -21.1233
H -9.7540 -25.2454 -21.2235
H -10.8468 -25.5520 -19.8455
H -11.2293 -26.2947 -21.3477
H -10.7696 -28.5900 -20.7212
H -9.8793 -28.9961 -19.5874
C 2.8426 -18.1408 -18.5832
O 1.7822 -18.9224 -18.0831
C 1.5639 -20.1088 -18.8904
C 0.4473 -20.9657 -18.3164
C 0.1084 -22.1281 -19.2182
N -0.7424 -20.2446 -18.0207
H 2.5244 -17.5671 -19.4537
H 3.6660 -18.7923 -18.8758
H 3.1744 -17.3983 -17.8574
H 1.3493 -19.8890 -19.9362
H 2.4585 -20.7314 -18.8854
H 0.7269 -21.4621 -17.3872
H -0.3974 -22.9734 -18.7515
H 1.0354 -22.4928 -19.6608
H -0.4104 -21.6122 -20.0261
H -0.4022 -19.3856 -17.6127
H -1.0363 -19.9173 -18.9298
O -5.2020 -30.4664 -19.5717
C -5.0843 -29.0546 -19.4697
C -4.0477 -28.4453 -20.4313
O -4.2962 -28.5818 -21.8579
H -5.5527 -30.6398 -20.4484
H -6.0893 -28.6827 -19.6690
H -4.9601 -28.7467 -18.4314
H -3.1091 -28.9644 -20.2372
H -3.8584 -27.3998 -20.1882
H -4.4611 -29.5156 -22.0076
O -1.4743 -27.6290 -15.7561
C -2.7327 -28.1513 -16.1987
C -3.7740 -27.3824 -15.3352
O -3.7246 -26.0360 -15.8688
H -1.5720 -26.6942 -15.9512
H -3.0313 -28.0348 -17.2405
H -2.8365 -29.2246 -16.0393
H -3.4801 -27.3268 -14.2870
H -4.7261 -27.9033 -15.4363
H -4.4720 -25.5707 -15.4860
O 0.0219 -24.6287 -21.4279
C -1.2062 -24.0768 -21.8673
C -1.9308 -25.0747 -22.7962
O -3.1324 -24.5421 -23.3434
H -0.1789 -25.1303 -20.6344
H -1.8492 -23.8585 -21.0147
H -1.0379 -23.1273 -22.3755
H -2.1649 -25.9742 -22.2268
H -1.2414 -25.3341 -23.5996
H -3.3949 -25.1184 -24.0649
O -1.4085 -23.2122 -11.3516
C -0.9385 -23.1817 -12.6844
C -1.2520 -24.5535 -13.3504
O -0.6227 -24.6509 -14.6517
H -1.1507 -22.3230 -11.0981
H -1.4272 -22.3362 -13.1684
H 0.1324 -22.9794 -12.7028
H -2.3174 -24.7831 -13.3360
H -0.7799 -25.3147 -12.7292
H -0.8616 -23.8540 -15.1306
O 5.7757 -28.6383 -14.1373
C 4.4076 -28.8638 -14.2973
C 3.8494 -27.9954 -15.4593
O 4.1787 -28.3742 -16.8153
H 6.2051 -28.5892 -14.9945
H 4.1009 -29.8980 -14.4536
H 3.8850 -28.7923 -13.3434
H 4.3194 -27.0304 -15.2695
H 2.7846 -27.8531 -15.2752
H 3.4472 -28.0686 -17.3568
O 3.0107 -30.8876 -20.2133
C 3.8443 -30.6525 -18.9993
C 5.3149 -31.1684 -19.1229
O 6.1822 -30.3007 -19.8174
H 3.3125 -30.2644 -20.8782
H 3.9770 -29.5893 -18.7987
H 3.4447 -31.1217 -18.1002
H 5.4690 -32.1190 -19.6336
H 5.7264 -31.2082 -18.1143
H 5.6773 -29.5126 -20.0309
O 0.1675 -30.6220 -17.5703
C 0.4570 -31.3599 -16.3604
C 1.4864 -30.5786 -15.6105
O 0.7709 -29.6139 -14.8532
H 0.0759 -31.1888 -18.3397
H -0.4055 -31.5147 -15.7121
H 0.8796 -32.3496 -16.5337
H 2.0525 -30.0347 -16.3667
H 2.1108 -31.2628 -15.0358
H 0.4757 -28.9836 -15.5144
O 4.6796 -24.4901 -19.0226
C 4.6100 -24.1585 -17.6039
C 5.6207 -23.1355 -17.0893
O 5.3154 -21.7798 -17.5123
H 4.7132 -23.6679 -19.5171
H 3.6109 -23.8244 -17.3240
H 4.8810 -25.0762 -17.0819
H 6.5963 -23.4511 -17.4590
H 5.5950 -23.1560 -15.9998
H 5.0475 -21.7633 -18.4340
O 4.0090 -28.9318 -22.1059
C 4.9071 -27.8552 -22.2320
C 4.7196 -26.8344 -21.0890
O 5.4432 -27.1512 -19.9522
H 4.0713 -29.3901 -22.9471
H 5.9271 -28.2203 -22.3525
H 4.6257 -27.4218 -23.1917
H 3.6424 -26.7531 -20.9443
H 5.0721 -25.8519 -21.4028
H 5.3677 -26.3420 -19.4412
*
```

Summary:
Highest occupied orbital energy = -9.233 eV
Structure (SMILES) = COC[C@H](C)N.COC[C@H](C)N.COC[C@H](C)N.OCCO.OCCO.OCCO.OCCO.OCCO.OCCO.OCCO.OCCO.OCCO

=====

#three
Molecular formula: C30H87N3O21
Method: DFT, the ωB97M-V functional and the def2-TZVPD basis

Geometry as ORCA input:
```
! RIJCOSX wB97M-V def2-TZVPD def2/J DEFGRID3
* xyz 0 1
C 2.7216 -3.9998 -1.0211
O 3.9817 -4.4006 -0.4567
C 4.5858 -3.5004 0.4882
C 4.9758 -2.1446 -0.1096
C 6.2428 -2.2900 -0.9228
N 5.2906 -1.1764 0.9403
H 2.8040 -3.2720 -1.8283
H 1.9528 -3.5580 -0.3872
H 2.2856 -4.8607 -1.5278
H 3.9653 -3.4319 1.3818
H 5.4834 -4.0127 0.8344
H 4.1119 -1.8098 -0.6838
H 6.1195 -3.0101 -1.7317
H 7.0436 -2.5868 -0.2455
H 6.4842 -1.3276 -1.3741
H 5.8867 -1.7522 1.5175
H 5.9392 -0.5971 0.4265
C -5.0408 2.6368 -2.1540
O -3.8097 2.5785 -2.7969
C -3.6846 1.5946 -3.8297
C -2.3733 1.4715 -4.6553
C -2.5112 0.9326 -6.1078
N -1.4693 0.5835 -3.9824
H -4.8135 2.8529 -1.1101
H -5.7278 1.7928 -2.2157
H -5.5894 3.4852 -2.5630
H -4.0043 0.6268 -3.4434
H -4.5443 1.7090 -4.4900
H -2.0767 2.5204 -4.6449
H -1.5586 0.9639 -6.6366
H -3.1332 1.6155 -6.6866
H -2.9795 -0.0503 -6.0553
H -1.3715 0.9355 -3.0407
H -0.5495 0.7332 -4.3717
C -7.2767 -3.9613 1.6416
O -6.3393 -2.8421 1.5917
C -5.2089 -3.0933 0.7876
C -4.1338 -2.0115 0.8907
C -4.4141 -0.6106 0.4189
N -2.9567 -2.4665 0.2135
H -8.1086 -3.6671 2.2816
H -6.7796 -4.8332 2.0665
H -7.6456 -4.1629 0.6359
H -4.7321 -4.0305 1.0748
H -5.4788 -3.3295 -0.2417
H -3.9469 -1.9642 1.9636
H -4.7057 -0.5698 -0.6306
H -3.5500 0.0533 0.4416
H -5.2300 -0.2877 1.0656
H -2.2013 -1.9351 0.6223
H -2.9817 -2.0584 -0.7101
O -0.2656 2.4422 -1.7736
C 0.1044 3.7201 -1.3720
C -0.6918 4.7007 -2.3969
O -2.0834 4.7453 -2.1552
H 0.1218 2.3226 -2.6438
H 0.0306 3.8869 -0.2974
H 1.1561 3.9629 -1.5241
H -0.4345 4.4857 -3.4341
H -0.2788 5.6926 -2.2135
H -2.4494 3.8652 -2.2695
O 2.6194 4.7462 3.1188
C 3.3135 3.5316 3.1689
C 2.3431 2.3451 3.0366
O 1.5542 2.1896 4.1420
H 2.5183 5.0566 4.0216
H 4.2570 3.5469 2.6233
H 3.7795 3.5302 4.1542
H 2.8521 1.4402 2.7045
H 1.7205 2.5780 2.1728
H 0.7833 2.6440 3.7945
O -2.1522 -1.8583 -2.6322
C -1.4030 -3.0113 -2.7857
C 0.0724 -2.8464 -2.3669
O 0.7338 -1.9598 -3.3069
H -1.7485 -1.1985 -3.2009
H -1.6753 -3.7524 -2.0343
H -1.5620 -3.4251 -3.7815
H 0.4657 -3.8454 -2.5553
H 0.2133 -2.6148 -1.3112
H 0.8943 -2.4545 -4.1139
O -2.3279 -1.0348 3.6509
C -2.7861 -2.0013 4.5513
C -3.0194 -1.4069 5.9568
O -1.8453 -1.0389 6.5417
H -1.3701 -1.0669 3.7070
H -3.6626 -2.5284 4.1743
H -1.9943 -2.7369 4.6927
H -3.4950 -2.1425 6.6055
H -3.6982 -0.5541 5.9501
H -1.7708 -0.1434 6.2040
O 2.4629 0.0684 -2.9064
C 2.8655 0.7807 -4.0476
C 1.7461 1.0971 -5.0490
O 0.9213 2.1970 -4.6978
H 1.7394 -0.5286 -3.1109
H 3.4182 1.6997 -3.8524
H 3.5931 0.1665 -4.5782
H 1.1450 0.2059 -5.2293
H 2.3025 1.2532 -5.9732
H 0.8922 2.7670 -5.4698
O 2.5617 -0.7993 1.5293
C 1.9727 -0.5081 0.2806
C 0.5538 0.0631 0.4286
O -0.3208 -0.8741 0.9222
H 3.4854 -0.9757 1.3363
H 2.6133 0.1468 -0.3100
H 1.9078 -1.4059 -0.3340
H 0.1571 0.3168 -0.5544
H 0.5425 1.0051 0.9769
H 0.0039 -1.1799 1.7723
O -3.6180 1.4316 3.6587
C -3.2083 2.0655 2.5098
C -1.7112 2.0601 2.4423
O -1.0256 2.9109 3.3863
H -3.2504 0.5449 3.6716
H -3.5857 1.5807 1.6095
H -3.5842 3.0778 2.6583
H -1.5208 2.4989 1.4629
H -1.2830 1.0578 2.4554
H -1.1854 3.8254 3.1419
O 2.4032 -3.0059 3.4741
C 1.2601 -2.8216 4.2871
C 1.1853 -1.3092 4.6270
O 0.4907 -0.6135 3.6182
H 2.2282 -2.4595 2.7044
H 0.3385 -3.1372 3.7980
H 1.3442 -3.4439 5.1780
H 2.1459 -0.8275 4.8090
H 0.6567 -1.1563 5.5680
H 0.6105 0.3329 3.7257
O 6.4344 1.6963 -0.3148
C 5.2772 1.7786 -1.1545
C 4.1660 2.5700 -0.4371
O 4.3679 3.9512 -0.3483
H 6.5811 2.5662 0.0637
H 5.5363 2.3010 -2.0754
H 5.0560 0.7637 -1.4850
H 4.0258 2.2887 0.6066
H 3.2816 2.2949 -1.0117
H 4.2531 4.3886 -1.1951
*
```

Summary:
Highest occupied orbital energy = -8.560 eV
Structure (SMILES) = COC[C@H](C)N.COC[C@H](C)N.COC[C@H](C)N.OCCO.OCCO.OCCO.OCCO.OCCO.OCCO.OCCO.OCCO.OCCO

=====

Winner for stability: #three

=====

#one
Molecular formula: C3H5O2S
Method: DFT, the ωB97M-V functional and the def2-TZVPD basis

Geometry as ORCA input:
```
! RIJCOSX wB97M-V def2-TZVPD def2/J DEFGRID3
* xyz -1 1
O 1.3183 -1.1744 1.8388
C 0.3928 -1.4211 1.0109
O 0.2872 -2.4845 0.2404
C -0.4966 -0.1057 0.5632
C 0.2355 0.4601 -0.6681
S -1.0566 1.4951 -1.5591
H -1.4453 -0.5577 0.3606
H -0.5410 0.5085 1.5092
H 1.1778 1.0622 -0.5487
H 0.5895 -0.4913 -1.1253
H -0.4618 2.7087 -1.6218
*
```

Summary:
Highest occupied orbital energy = -4.039 eV
Structure (SMILES) = O=C([O-])CCS

=====

#two
Molecular formula: C3H5O2S
Method: DFT, the ωB97M-V functional and the def2-TZVPD basis

Geometry as ORCA input:
```
! RIJCOSX wB97M-V def2-TZVPD def2/J DEFGRID3
* xyz -1 1
O -0.8646 2.5084 -0.5013
C 0.0672 1.6361 -0.4576
O 1.2727 1.7861 -1.0030
C -0.3966 0.1882 -0.1249
C 0.4640 -0.7039 0.8013
S 0.0279 -2.3824 0.3952
H -1.4283 0.0528 0.1878
H -0.4293 -0.0855 -1.1706
H 1.5353 -0.5492 0.6772
H 0.3475 -0.3848 1.9538
H -0.5958 -2.0657 -0.7580
*
```

Summary:
Highest occupied orbital energy = -4.011 eV
Structure (SMILES) = O=C([O-])CCS

=====

Winner for stability: #one